# 1
The following is a DFT calculation (the ωB97M-V functional and the def2-TZVPD basis) of an isolated ion of composition C11H15N2O2 and charge +1 at a distorted geometry.

```
30
C11H15N2O2 | the OMol25 dataset | the ωB97M-V functional and the def2-TZVPD basis
C -2.164 1.056 -0.070
C -3.278 1.503 -0.191
C -0.065 1.646 0.929
C -0.539 -0.653 -0.112
C -0.854 0.609 0.223
C 1.133 2.031 0.604
C 1.764 -1.271 -0.721
C -4.622 1.984 -0.318
C 1.605 -0.963 -1.989
C 0.261 -2.881 0.120
C 1.102 -1.193 1.604
N 2.304 1.900 0.136
N 0.643 -1.454 0.221
O 2.694 2.755 -0.879
O 3.162 1.131 0.597
H -0.614 2.202 1.678
H -1.290 -1.215 -0.649
H 2.731 -1.416 -0.260
H -5.208 1.633 0.532
H -4.631 3.073 -0.330
H -5.074 1.614 -1.236
H 0.639 -0.807 -2.440
H 2.466 -0.856 -2.626
H 3.663 2.695 -0.955
H 1.127 -3.506 0.332
H -0.531 -3.108 0.833
H -0.086 -3.102 -0.889
H 1.620 -0.239 1.667
H 0.247 -1.194 2.278
H 1.795 -1.974 1.912
```

## Properties
spin multiplicity: 3
total charge: +1
⟨S²⟩: 2.01
HOMO-LUMO gap (alpha / beta): 0.2386 / 0.2544 hartree
energy: -18707.825 eV
molecular weight: 207.3 g mol⁻¹

Mulliken population analysis, charges in e, atoms 1 to 8: number 1, C, carries -1.098; number 2, C, carries 0.331; number 3, C, carries -0.594; number 4, C, carries -0.826; number 5, C, carries 1.429; number 6, C, carries -0.277; number 7, C, carries -0.053; number 8, C, carries -1.165

# 2
The following is a DFT calculation (the ωB97M-V functional and the def2-TZVPD basis) of one molecule with the formula C11H15N3 at a distorted geometry.

```
29
C11H15N3 | the OMol25 dataset | the ωB97M-V functional and the def2-TZVPD basis
C 1.637 -1.149 -1.413
C 0.350 -1.426 -1.204
C -0.042 -2.862 -1.060
C -0.694 -0.373 -0.968
C -1.777 -0.545 -1.824
C -2.965 0.224 -1.599
C -2.982 1.091 -0.526
C -1.868 1.239 0.301
C -0.665 0.539 0.100
N 0.485 0.734 0.972
C 1.097 -0.443 1.521
C 0.840 1.923 1.607
N 0.403 3.002 1.187
N 0.746 4.144 1.865
H 2.138 -0.136 -1.271
H 2.523 -1.874 -1.563
H 0.644 -3.360 -1.697
H -1.050 -2.901 -1.345
H -0.053 -3.169 0.090
H -1.663 -1.240 -2.708
H -3.852 0.242 -2.243
H -3.902 1.769 -0.512
H -1.815 1.995 0.985
H 1.026 -0.549 2.677
H 0.442 -1.331 1.286
H 2.132 -0.487 1.145
H 1.720 1.737 2.391
H 1.493 4.006 2.538
H 1.102 4.802 1.281
```

## Properties
total charge: 0
HOMO-LUMO gap: 0.3115 hartree
energy: -16116.888 eV
molecular weight: 189.3 g mol⁻¹

Mulliken population analysis, charges in e, atoms 1 to 8: number 1, C, carries -0.984; number 2, C, carries 0.204; number 3, C, carries -1.169; number 4, C, carries 1.233; number 5, C, carries -0.761; number 6, C, carries -0.568; number 7, C, carries -0.761; number 8, C, carries -0.487

# 3
The following is a DFT calculation (the ωB97M-V functional and the def2-TZVPD basis) of a 2-piece molecular cluster, C11H15NO overall at a distorted geometry.

```
28
C11H15NO | the OMol25 dataset | the ωB97M-V functional and the def2-TZVPD basis
C 0.496 2.406 -1.391
C 0.575 0.933 -1.147
C 0.015 -0.168 -1.880
N 0.571 -1.342 -1.392
C 1.356 -1.055 -0.273
C 2.176 -1.728 0.681
C 2.839 -1.180 1.807
C 2.557 0.201 1.949
C 1.845 1.025 1.067
C 1.340 0.420 -0.065
H -0.561 2.790 -1.385
H 1.146 2.832 -2.048
H 0.857 2.801 -0.387
H -0.873 -0.140 -2.366
H 0.420 -2.186 -1.697
H 2.344 -2.800 0.466
H 3.341 -1.759 2.603
H 2.875 0.585 2.992
H 1.540 2.014 1.495
C -2.073 -1.008 0.693
C -3.025 -0.265 -0.295
O -3.408 1.016 0.241
H -1.061 -0.669 0.722
H -2.141 -2.082 0.277
H -2.530 -0.853 1.633
H -2.594 -0.447 -1.298
H -3.967 -0.674 -0.441
H -4.059 1.333 -0.559
```

## Properties
total charge: 0
HOMO-LUMO gap: 0.3071 hartree
energy: -15184.706 eV
molecular weight: 177.2 g mol⁻¹

Mulliken population analysis, charges in e, atoms 1 to 8: number 1, C, carries -1.149; number 2, C, carries 0.590; number 3, C, carries -1.316; number 4, N, carries 0.149; number 5, C, carries -0.465; number 6, C, carries -0.541; number 7, C, carries -0.765; number 8, C, carries -0.284

# 4
The following is a DFT calculation (the ωB97M-V functional and the def2-TZVPD basis) of C11H15NO3 as an isolated structure at a distorted geometry.

```
30
C11H15NO3 | the OMol25 dataset | the ωB97M-V functional and the def2-TZVPD basis
C 3.171 -1.937 0.224
C 2.802 -1.449 -1.071
C 2.177 -2.204 1.179
C 1.505 -1.036 -1.321
C 0.931 -1.753 0.931
C 0.605 -1.167 -0.259
C -0.350 2.016 -0.876
C 0.023 1.143 1.374
C -3.294 1.573 -0.412
C -0.863 -0.807 -0.568
C -0.923 1.076 0.202
N -2.255 1.372 0.595
O -0.923 3.024 -1.157
O 0.833 1.713 -1.451
O -1.846 -1.417 0.071
H 4.240 -2.213 0.308
H 3.596 -1.399 -1.803
H 2.506 -2.703 2.154
H 1.133 -0.639 -2.248
H 0.076 -2.044 1.487
H -0.447 0.783 2.232
H 1.013 0.791 1.283
H 0.196 2.278 1.609
H -3.411 0.653 -0.848
H -4.233 1.691 0.187
H -3.109 2.270 -1.231
H -0.895 -0.668 -1.674
H 1.378 0.945 -1.128
H -2.192 2.062 1.422
H -1.441 -1.954 0.788
```

## Properties
total charge: 0
HOMO-LUMO gap: 0.3122 hartree
energy: -19280.242 eV
molecular weight: 209.2 g mol⁻¹

Mulliken population analysis, charges in e, atoms 1 to 8: number 1, C, carries -0.613; number 2, C, carries -0.542; number 3, C, carries -0.709; number 4, C, carries -0.732; number 5, C, carries -0.462; number 6, C, carries 1.016; number 7, C, carries 0.451; number 8, C, carries -2.196

Q: What is the total charge in the first record?
A: +1

Q: Among the records above, which one has the lowest molecular weight?
A: C11H15NO

Q: Look up the total charge of the second one.
A: 0